No. 1
Here is a 2-piece molecular cluster, C17H43N5O8PS overall from the OMol25 dataset. Energies are from ωB97M-V/def2-TZVPD.

Values from the calculation:
LUMO, Eh: -0.11985
E_HOMO, eV: -12.28
Charge: +1
2S+1: 1

Geometry as XYZ:
```
75
Properties=species:S:1:pos:R:3:forces:R:3:mulliken_charge:R:1
C -0.2638 2.8768 3.4243 0.144 0.244 0.029 -0.622
O -0.4874 3.4914 2.1702 -0.199 0.104 0.063 -0.468
C -0.6199 2.6138 1.0827 -0.140 -0.087 -0.307 -0.266
C 0.7314 2.2217 0.5021 0.166 0.239 0.138 1.838
C 1.4028 3.3609 -0.2714 -0.236 0.060 0.183 -1.784
C 0.8686 3.5892 -1.6833 0.255 -0.335 -0.062 -0.698
C 1.1329 2.4292 -2.6529 -0.304 0.380 -0.133 0.255
C 0.2003 2.4380 -3.8843 0.006 -0.415 0.344 -1.341
C -0.9722 1.4445 -3.8034 0.308 0.402 0.153 -0.119
C -1.7980 1.5959 -2.5314 -0.371 -0.027 -0.102 1.274
C -2.9744 0.6191 -2.3631 0.266 0.200 0.036 -1.344
C -2.6637 -0.8731 -2.5441 -0.204 0.089 0.196 -1.106
C -2.3269 -1.5672 -1.2238 -0.296 -0.221 -0.246 -0.523
N -0.8883 -1.5841 -0.8621 -0.077 0.064 0.035 0.779
N 0.0485 -0.9516 -1.6757 0.513 -0.207 0.219 -0.235
C -0.4751 -2.1629 0.2360 0.205 0.173 0.276 -1.115
N -1.3816 -2.7536 1.0961 -0.069 0.445 -0.086 0.151
C -2.0699 -1.9210 2.1248 -0.066 0.162 0.056 -1.148
N -1.8739 -0.4959 1.9272 -0.033 -0.220 -0.130 -0.216
N 0.8844 -2.2293 0.4956 -0.523 -0.549 0.060 1.252
C 1.2647 -2.3697 1.9332 0.363 0.331 0.188 -1.207
C 1.3434 -1.0196 2.6349 0.096 -0.134 -0.103 0.365
C 2.4398 -0.1086 2.0542 -0.134 -0.232 0.511 0.636
S 3.8126 -0.0964 3.1916 -0.282 -0.360 0.302 1.286
O 3.5358 0.9157 4.1619 0.118 0.164 -0.145 -0.604
O 4.0762 -1.4336 3.6041 0.119 -0.069 -0.181 -0.609
O 5.0425 0.3333 2.2900 -0.159 0.083 -0.124 -0.484
P 1.7065 -3.4586 -0.3937 0.665 -0.469 -0.120 0.558
O 1.7758 -4.7248 0.3116 -0.099 0.151 0.115 -0.651
O 0.9780 -3.5742 -1.8068 -0.103 0.310 0.257 -0.539
O 3.1204 -2.7965 -0.7067 -0.364 -0.052 0.080 -0.545
H 0.7374 3.1037 3.7916 0.095 -0.057 -0.004 0.312
H -0.9821 3.2731 4.1400 -0.061 -0.024 0.042 0.265
H -0.3739 1.7916 3.3744 -0.021 -0.125 -0.024 0.106
H -1.1964 1.7228 1.3623 0.131 0.081 0.039 -0.145
H -1.2129 3.1391 0.3296 0.002 0.082 -0.011 0.395
H 0.6477 1.3098 -0.0973 -0.033 -0.038 -0.024 -0.309
H 1.3831 1.9539 1.3405 -0.552 0.561 -0.413 -0.202
H 1.2374 4.2752 0.3021 0.099 0.025 0.078 0.450
H 2.4822 3.2019 -0.2819 0.092 -0.020 -0.186 0.374
H -0.2056 3.7806 -1.6480 -0.033 0.125 0.052 0.302
H 1.3532 4.4790 -2.0850 -0.196 0.151 -0.048 0.433
H 2.1568 2.4925 -3.0168 0.170 -0.098 0.193 0.613
H 1.0360 1.4948 -2.0961 0.155 -0.158 -0.182 -0.201
H 0.7994 2.1648 -4.7507 -0.124 0.197 -0.235 0.341
H -0.2032 3.4391 -4.0297 0.122 0.146 -0.111 0.418
H -1.6391 1.6331 -4.6453 0.017 -0.233 -0.164 0.434
H -0.5439 0.4464 -3.9246 -0.191 -0.131 0.000 0.198
H -1.1910 1.5774 -1.6217 0.182 0.047 -0.009 -1.486
H -2.2241 2.6012 -2.5678 0.023 0.066 0.207 0.685
H -3.3514 0.7525 -1.3463 -0.179 0.069 -0.007 0.452
H -3.7934 0.9244 -3.0125 0.072 -0.107 -0.225 0.447
H -3.5565 -1.3710 -2.9207 -0.047 -0.029 0.055 0.456
H -1.9068 -1.0434 -3.3062 0.013 -0.046 -0.034 0.459
H -2.6849 -2.5965 -1.2442 0.150 -0.088 -0.083 0.365
H -2.8794 -1.0631 -0.4338 0.121 -0.022 0.183 0.283
H 0.0739 -1.4014 -2.5779 -0.110 0.046 -0.172 0.504
H -0.1867 0.0287 -1.7613 -0.182 -0.038 -0.130 -0.944
H -2.0228 -3.3724 0.6089 0.009 -0.144 0.098 0.480
H -3.1274 -2.1692 2.0717 -0.010 -0.239 0.056 0.438
H -1.7041 -2.2042 3.1079 0.082 -0.068 0.048 0.437
H -2.7199 -0.0295 1.6352 -0.096 0.023 -0.047 0.311
H -1.5706 -0.0431 2.7754 -0.003 0.023 0.095 0.248
H 2.2650 -2.8011 1.9651 -0.005 -0.093 -0.071 0.773
H 0.6180 -3.0682 2.4555 -0.207 -0.044 -0.110 0.389
H 0.3941 -0.4965 2.6186 -0.060 0.023 -0.145 -1.179
H 1.5632 -1.2490 3.6768 -0.027 0.094 0.109 0.803
H 2.0811 0.9157 1.9884 0.520 -0.543 0.226 -0.738
H 2.7693 -0.4348 1.0721 0.107 -0.034 -0.054 0.192
H 4.9829 1.2871 2.1420 0.252 0.197 0.043 0.366
H 1.5560 -3.2241 -2.4914 0.056 -0.062 -0.320 0.354
H 3.0483 -1.8395 -0.7874 0.163 0.223 -0.091 0.380
O -2.6314 -5.3633 0.9832 -0.052 0.034 -0.145 -0.638
H -2.1905 -5.7604 1.7413 0.052 0.034 0.029 0.306
H -2.6567 -6.0664 0.3262 -0.059 -0.032 -0.010 0.302
```
Forces are in eV/Å.

No. 2
Here is C17H44AgF2N5O11S2 as an isolated structure from the OMol25 dataset. Energies are from ωB97M-V/def2-TZVPD.

Values from the calculation:
LUMO (alpha / beta), Eh: -0.10372 / -0.30555
Expectation value of S²: 0.75
E_HOMO (alpha / beta), eV: -10.46 / -10.46
Charge: +1
2S+1: 2

Geometry as XYZ:
```
82
Properties=species:S:1:pos:R:3:forces:R:3:lowdin_spin:R:1
Ag -2.1353 -1.2194 2.9504 -0.556 -0.458 0.501 0.000
N -1.2244 -0.8572 0.9923 5.054 1.833 0.434 0.000
S -1.5186 -1.0942 -0.4583 -6.454 -2.900 -5.019 0.000
O -0.6115 -1.8675 -1.3308 -0.742 1.077 1.201 -0.002
O -2.2823 -0.0256 -1.0603 1.208 -0.548 -0.575 0.000
F -2.7347 -2.1420 -0.1744 1.149 0.044 -0.376 0.000
S 0.2083 0.0333 0.6295 3.490 2.929 1.869 0.000
O -0.0164 1.2830 -0.0893 -0.185 -2.399 0.635 0.000
O 1.4141 -0.7274 0.3283 -2.596 0.664 0.376 0.000
F 0.4440 0.5749 2.0946 -0.311 -0.663 -0.065 0.000
C 3.6393 -1.2857 2.4324 -1.547 -0.662 0.675 0.000
C 4.2457 -0.2937 3.3700 0.206 -0.356 1.459 0.000
C 4.3808 -0.7025 4.8685 -0.395 0.263 -0.412 0.000
O 5.5469 -0.0305 2.8407 0.059 0.335 0.246 0.000
H 3.7931 -1.0215 1.3875 0.428 -0.288 0.132 0.000
H 2.5558 -1.3653 2.5401 -0.181 0.299 0.182 0.000
H 3.9646 -2.2725 2.7654 0.534 -0.203 -0.725 0.000
H 3.6531 0.6155 3.4773 0.253 0.340 -0.787 0.000
H 3.4509 -0.5212 5.4085 -0.195 -0.231 -0.152 0.000
H 5.0828 -0.0176 5.3451 0.214 -0.084 -0.102 0.000
H 4.6829 -1.7339 5.0533 0.124 -0.055 -0.202 0.000
H 6.1287 -0.6557 3.2809 0.327 0.101 -0.112 0.000
C 2.4851 1.9830 -2.9317 1.490 -0.135 0.027 0.000
C 1.1516 2.6443 -3.2005 -0.682 -0.317 1.245 0.001
C -0.0080 1.6593 -3.4412 0.475 0.230 -0.849 0.002
O 0.7919 3.4633 -2.0840 0.139 0.502 -0.360 0.001
H 2.6537 1.4183 -2.0134 -0.971 -0.312 0.123 0.000
H 3.2713 2.7295 -2.8053 -0.218 0.487 -0.236 0.000
H 2.8657 1.3710 -3.7510 -0.343 -0.148 -0.212 0.000
H 1.3218 3.3104 -4.0464 -0.414 0.068 -0.054 0.000
H -0.1042 0.9581 -2.6122 0.220 -0.200 -0.130 0.000
H 0.1857 1.1869 -4.4061 0.036 -0.600 0.108 0.001
H -0.9876 2.1202 -3.5709 0.135 0.481 0.175 0.000
H 0.3244 2.9210 -1.4433 0.127 -0.146 0.109 0.000
C -1.4024 -3.8947 -3.8807 -0.878 -0.982 0.304 0.148
C -0.7824 -2.6833 -4.6504 0.779 -0.024 0.282 0.117
C -1.7231 -1.5347 -4.7710 -1.278 1.170 -0.972 0.062
O 0.2827 -2.3764 -3.8250 0.618 -0.638 -1.265 0.628
H -2.2619 -4.1582 -4.4996 0.217 -0.267 -0.429 0.026
H -1.8781 -3.7126 -2.9167 0.437 0.695 0.108 0.002
H -0.6866 -4.7050 -3.7538 -0.074 0.074 -0.332 0.000
H -0.3949 -2.9613 -5.6296 0.097 -0.216 0.209 -0.001
H -2.1702 -1.1299 -3.8636 0.315 -0.117 0.149 0.001
H -2.5295 -1.7966 -5.4575 -0.174 -0.520 0.252 0.004
H -1.2261 -0.7619 -5.3585 0.319 0.248 0.494 0.004
H -0.0500 -2.1693 -2.9357 -0.493 0.838 1.631 0.006
O -4.2993 -0.8611 2.1266 1.126 -1.931 1.332 0.000
C -5.0560 -0.0651 1.5965 -1.498 -0.377 1.133 0.000
N -4.6406 0.6973 0.6408 0.289 1.823 -2.313 0.000
C -6.5223 -0.0210 2.0061 0.215 0.119 0.021 0.000
H -4.9943 1.6303 0.4598 -0.533 -0.110 0.045 0.000
H -3.8077 0.4942 0.1074 0.345 -0.153 0.545 0.000
H -7.0292 0.8585 1.6106 0.020 0.003 0.153 0.000
H -6.6415 -0.1156 3.0849 0.196 0.302 -0.014 0.000
H -7.0255 -0.9045 1.6119 0.174 -0.030 -0.290 0.000
O -4.8399 3.3796 0.2471 -1.409 -0.536 3.505 0.000
C -4.3187 3.6952 -0.7745 2.270 -1.313 0.348 0.000
N -5.0819 3.8920 -1.8216 -0.262 1.170 -2.447 0.000
C -2.8188 3.6094 -0.9390 0.030 1.140 -1.018 0.000
H -4.6692 4.4491 -2.5555 -0.554 -0.129 -0.308 0.000
H -6.0675 3.9498 -1.6124 0.045 0.204 -0.267 0.000
H -2.5563 4.5129 -1.4927 0.527 -0.067 -0.179 0.000
H -2.5649 2.7544 -1.5654 -0.042 -0.050 0.012 0.000
H -2.2077 3.5997 -0.0384 -0.592 -0.106 0.191 0.000
O 3.7926 4.4740 1.9600 0.131 -0.300 -0.056 0.000
C 4.1521 3.3027 1.9164 -1.713 1.728 -1.847 0.000
N 4.9901 2.7597 2.7525 0.916 -0.723 1.081 0.000
C 3.6979 2.3596 0.8245 -0.240 -0.261 -0.415 0.000
H 5.4490 3.3889 3.3937 0.041 -0.576 0.286 0.000
H 5.0523 1.7528 2.6821 1.192 0.429 0.607 0.000
H 4.5435 1.8136 0.4048 0.137 0.114 -0.041 0.000
H 3.1947 2.9067 0.0284 -0.049 0.008 0.169 0.000
H 3.0345 1.5835 1.2092 -0.213 0.083 0.117 0.000
O -0.3987 -2.9433 3.2709 -0.724 0.594 -0.555 0.000
C 0.2066 -3.9514 2.8975 -0.491 1.523 0.362 0.000
N 0.4221 -4.9029 3.7653 0.743 -2.565 0.337 0.000
C 0.9154 -4.0249 1.5938 0.334 0.609 -1.004 0.000
H -0.0739 -4.9988 4.6382 0.088 0.333 -0.095 0.000
H 0.9463 -5.6910 3.4146 -0.164 -0.179 0.455 0.000
H 0.4133 -3.3797 0.8736 0.147 0.218 0.185 0.000
H 1.1097 -4.9520 1.0548 -0.334 -0.450 0.696 0.000
H 1.8968 -3.6072 1.8237 0.086 0.249 -0.288 0.000
```
Forces are in eV/Å.

No. 3
Here is a 5-piece molecular cluster, C17H45Cl2O15P3 overall from the OMol25 dataset. Energies are from ωB97M-V/def2-TZVPD.

Values from the calculation:
LUMO, Eh: 0.02189
SMILES string: COP(=O)(OC)OC.COP(=O)(OC)OC.COP(=O)(OC)OC.COCCOCCOC.ClCCCl
E_HOMO, eV: -9.42
2S+1: 1

Geometry as XYZ:
```
82
Properties=species:S:1:pos:R:3:forces:R:3:mulliken_charge:R:1
C -1.9870 2.8884 -2.2616 0.519 0.394 2.725 -0.183
O -2.5285 2.3174 -1.0033 0.035 0.445 -1.056 0.624
P -3.7131 3.1086 -0.2839 1.140 0.393 1.053 0.524
O -3.8797 4.4979 -0.7119 -0.160 0.047 -0.551 -0.777
O -4.9593 2.1655 -0.3747 -0.565 0.249 0.180 -0.272
C -6.0353 2.4579 -1.2940 0.037 -0.689 0.617 -0.783
O -3.3578 2.9440 1.2525 -0.726 -0.518 0.318 -0.298
C -2.2192 3.5308 1.9044 -0.908 0.122 0.285 -0.393
H -2.7393 3.2201 -2.9055 -1.351 0.049 -1.118 0.388
H -1.3218 2.1622 -2.6592 0.235 -0.581 -0.398 -0.426
H -1.4420 3.7796 -1.9695 0.314 0.054 -0.099 0.314
H -5.8579 3.3542 -1.8620 0.067 0.356 -0.108 0.362
H -6.9935 2.4869 -0.7706 0.300 0.300 0.223 0.222
H -6.0580 1.5832 -1.9023 -0.191 -0.418 -0.919 0.294
H -2.4826 4.5286 2.3353 0.243 -0.875 -0.442 0.256
H -1.4778 3.5787 1.1587 1.333 0.573 -0.664 0.203
H -1.8562 2.8337 2.6664 -0.324 0.159 -0.018 0.061
C -1.7632 0.2473 -4.6769 -2.068 -0.731 -0.618 -0.716
O -1.3247 -0.5487 -3.5627 -0.747 2.251 -0.649 0.270
P -0.9450 -2.0330 -3.7606 -1.088 0.725 -3.848 0.655
O -0.8054 -2.6112 -2.5000 1.550 -2.603 4.811 -0.617
O 0.1799 -2.0747 -4.8534 0.815 0.460 -0.471 -0.372
C 1.4053 -1.3423 -4.6442 -0.998 -0.478 -0.503 -0.295
O -2.0632 -2.6887 -4.6485 -0.620 0.542 -0.343 -0.437
C -1.8357 -3.9921 -5.1560 0.693 -0.424 -0.160 -0.762
H -0.9710 0.6961 -5.2260 1.036 0.380 -0.123 0.341
H -2.4690 1.0482 -4.3455 0.666 -0.860 0.023 0.155
H -2.3040 -0.4186 -5.4112 0.387 0.744 0.798 0.330
H 1.9411 -1.4163 -5.5719 0.630 -0.469 -0.122 0.285
H 1.8353 -1.8056 -3.7855 1.061 0.173 0.437 0.023
H 1.2123 -0.2916 -4.5319 -0.197 0.502 0.570 0.216
H -2.5482 -4.6131 -4.6566 -0.635 -0.641 -0.251 0.285
H -0.8515 -4.4049 -4.9060 -0.012 0.356 0.151 0.309
H -1.8775 -3.9961 -6.2506 -0.440 0.047 0.283 0.266
C -0.9503 0.0901 5.4006 -0.401 -0.417 0.094 -0.723
O -0.6003 0.3977 4.0032 -0.095 -0.086 1.201 -0.196
P -0.9045 -0.5056 2.7383 2.603 -0.167 -0.489 0.216
O -0.5082 0.1510 1.4720 -0.561 -0.205 0.889 0.282
O -2.3741 -0.9544 2.8955 -1.566 -0.988 -0.534 -0.285
C -3.4254 -0.1909 2.2958 -0.418 1.558 0.125 -0.376
O -0.0845 -1.8225 3.0926 -0.140 0.630 0.420 -0.441
C 0.2458 -2.8407 2.1429 -0.494 0.995 -1.402 -0.317
H -2.0522 -0.2094 5.4874 1.576 0.426 -0.214 0.280
H -0.7646 1.0393 5.9435 -0.254 -0.637 -0.351 0.265
H -0.3024 -0.7184 5.8863 -0.774 0.987 -1.137 0.235
H -4.3142 -0.7535 1.9723 0.773 -0.355 0.318 0.319
H -3.0683 0.4368 1.4733 0.133 -0.511 -0.097 -0.074
H -3.7206 0.5356 3.0542 -0.403 -0.053 0.028 0.290
H -0.1188 -3.7513 2.5266 -0.476 -1.162 0.495 0.341
H 1.3236 -2.9178 2.0081 -0.183 0.342 -0.118 -0.070
H -0.2840 -2.6338 1.1762 0.747 -0.212 0.641 0.228
C 2.9960 -3.2254 -1.1259 0.081 -1.755 0.350 -0.858
O 3.0777 -3.2865 0.3133 -1.683 0.054 -1.969 -0.308
C 4.1938 -2.7161 0.8474 0.992 0.405 0.306 -0.450
C 3.9604 -2.2455 2.2390 0.214 -0.321 1.267 -0.931
O 3.2281 -1.0437 2.2737 0.427 -0.296 -1.741 0.270
C 3.2276 -0.3910 3.4798 1.163 -0.717 2.057 -0.916
C 2.8782 1.0429 3.3189 -1.520 -0.725 -1.255 0.226
O 3.9940 1.6919 2.8062 0.652 -0.338 0.234 -0.391
C 3.8274 3.0568 2.6540 1.747 0.643 -0.091 -0.829
H 3.3749 -2.4034 -1.6826 0.298 1.813 0.591 0.288
H 1.9604 -3.3582 -1.4207 -0.128 -0.228 0.147 0.244
H 3.6330 -3.9977 -1.5695 -0.307 -0.665 0.206 0.437
H 4.4683 -1.8171 0.2989 0.407 0.083 -0.343 0.316
H 5.0301 -3.4391 0.8813 -0.013 0.232 -0.196 0.301
H 4.9962 -2.1517 2.6442 -0.661 0.385 0.261 0.409
H 3.4069 -2.9826 2.8564 0.425 -0.075 -0.251 0.344
H 4.2298 -0.5102 3.9945 -0.684 0.370 -0.526 0.389
H 2.5271 -0.8617 4.1688 -0.448 -0.142 0.153 0.288
H 2.4593 1.3962 4.2775 0.426 0.482 -0.265 0.531
H 2.0466 1.0319 2.5383 0.531 0.387 0.935 -0.288
H 3.7385 3.5280 3.6162 -0.716 0.430 0.576 0.355
H 3.0534 3.2814 1.9611 -1.043 0.419 -0.437 0.297
H 4.7616 3.4955 2.2578 -0.297 -0.468 -0.099 0.252
Cl 1.5999 3.2120 -1.3116 0.230 0.624 -0.159 -0.250
C 0.9707 1.5497 -1.0704 0.150 0.972 -1.583 1.050
C 2.1041 0.6320 -0.7913 -0.512 -2.022 1.335 0.276
Cl 3.2804 0.3690 -2.1507 -0.455 0.521 0.578 -0.230
H 0.4239 1.3414 -1.9961 0.229 -0.370 0.314 -0.774
H 0.2762 1.6957 -0.2746 -0.344 -0.731 0.764 -0.168
H 1.6679 -0.3926 -0.5793 0.520 1.098 -0.199 0.005
H 2.6038 0.9538 0.1451 0.219 -0.246 -0.843 0.089
```
Forces are in eV/Å.

| no. | total energy (hartree) | F_max (eV Å⁻¹) |
| --- | --- | --- |
| 1 | -2288.60061 | 0.9 |
| 2 | -2918.28872 | 8.7 |
| 3 | -3747.95028 | 5.7 |